The following is a quantum chemistry calculation of C20H33N3O3 in the gas phase, from OMol25.

Each atom is followed by the atoms it is bonded to, with distances in Å.
Element x y z (Å)
1 O -1.763 -3.289 -0.137  C2 1.217
2 C -0.990 -2.418 -0.491  O1 1.217, N3 1.342, C25 1.532
3 N -1.374 -1.309 -1.143  C2 1.342, H4 1.011, C5 1.446
4 H -0.700 -0.614 -1.431  N3 1.011
5 C -2.745 -1.085 -1.542  N3 1.446, C6 1.529, H23 1.092, H24 1.099
6 C -3.167 0.379 -1.413  C5 1.529, C7 1.536, H21 1.093, H22 1.093
7 C -3.543 0.877 -0.009  C6 1.536, C8 1.543, C14 1.540, H20 1.096
8 C -4.752 0.131 0.595  C7 1.543, C9 1.530, H18 1.090, H19 1.089
9 C -4.343 -0.250 2.019  C8 1.530, H10 1.089, C11 1.525, H17 1.092
10 H -4.849 -1.149 2.367  C9 1.089
11 C -2.831 -0.427 1.923  C9 1.525, H12 1.090, H13 1.089, C14 1.526
12 H -2.343 -0.399 2.897  C11 1.090
13 H -2.597 -1.378 1.447  C11 1.089
14 C -2.414 0.738 1.029  C7 1.540, C11 1.526, H15 1.093, H16 1.087
15 H -2.354 1.648 1.631  C14 1.093
16 H -1.449 0.582 0.554  C14 1.087
17 H -4.576 0.564 2.709  C9 1.092
18 H -5.650 0.748 0.584  C8 1.090
19 H -4.965 -0.769 0.020  C8 1.089
20 H -3.794 1.938 -0.125  C7 1.096
21 H -4.033 0.535 -2.061  C6 1.093
22 H -2.353 0.998 -1.798  C6 1.093
23 H -3.365 -1.748 -0.936  C5 1.092
24 H -2.863 -1.384 -2.593  C5 1.099
25 C 0.511 -2.514 -0.201  C2 1.532, C26 1.526, C31 1.525, H59 1.095
26 C 1.368 -2.378 -1.457  C25 1.526, C27 1.521, H57 1.092, H58 1.091
27 C 2.815 -2.628 -1.062  C26 1.521, C28 1.515, H55 1.091, H56 1.094
28 C 3.291 -1.722 0.056  C27 1.515, O29 1.219, N30 1.355
29 O 4.473 -1.451 0.186  C28 1.219
30 N 2.355 -1.257 0.917  C28 1.355, C31 1.451, C34 1.448
31 C 0.920 -1.424 0.784  C25 1.525, N30 1.451, H32 1.096, H33 1.095
32 H 0.509 -1.643 1.777  C31 1.096
33 H 0.492 -0.477 0.440  C31 1.095
34 C 2.772 -0.337 1.955  N30 1.448, H35 1.095, C36 1.534, H54 1.092
35 H 2.423 -0.707 2.925  C34 1.095
36 C 2.247 1.088 1.738  C34 1.534, H37 1.092, H38 1.091, C39 1.536
37 H 1.161 1.098 1.858  C36 1.092
38 H 2.671 1.734 2.508  C36 1.091
39 C 2.596 1.614 0.338  C36 1.536, N40 1.441, H52 1.093, H53 1.092
40 N 1.618 2.550 -0.156  C39 1.441, C41 1.342, C48 1.445
41 C 0.592 2.198 -0.947  N40 1.342, O42 1.219, C43 1.517
42 O 0.400 1.081 -1.395  C41 1.219
43 C -0.287 3.417 -1.156  C41 1.517, H44 1.093, C45 1.528, H51 1.088
44 H -1.184 3.292 -0.545  C43 1.093
45 C 0.578 4.581 -0.673  C43 1.528, H46 1.090, H47 1.088, C48 1.533
46 H 1.123 5.013 -1.512  C45 1.090
47 H -0.003 5.369 -0.199  C45 1.088
48 C 1.558 3.920 0.302  N40 1.445, C45 1.533, H49 1.098, H50 1.093
49 H 1.189 3.960 1.335  C48 1.098
50 H 2.553 4.371 0.274  C48 1.093
51 H -0.596 3.504 -2.196  C43 1.088
52 H 2.616 0.784 -0.372  C39 1.093
53 H 3.580 2.089 0.337  C39 1.092
54 H 3.865 -0.336 1.944  C34 1.092
55 H 3.492 -2.484 -1.906  C27 1.091
56 H 2.940 -3.659 -0.718  C27 1.094
57 H 1.269 -1.374 -1.874  C26 1.092
58 H 1.053 -3.098 -2.214  C26 1.091
59 H 0.679 -3.500 0.243  C25 1.095

Results
Frontier orbital gap in eV: 9.670
Relative energy (zero: lowest compared OMol25 entry of this formula, charge and spin) in kcal/mol: 0.0
HOMO level in eV: -9.11
SMILES: O=C(NCCC1CCCC1)[C@H]1CCC(=O)N(CCCN2CCCC2=O)C1
Spin multiplicity: 1
Calculated total energy in eV: -31891.0403


The following is a quantum chemistry calculation of C20H33N5O4 in the gas phase, from OMol25.

Each atom is followed by the atoms it is bonded to, with distances in Å.
Element x y z (Å)
1 C -5.107 3.674 -3.566  C2 1.515, H30 1.090, H31 1.090, H32 1.090
2 C -4.621 3.674 -2.132  C1 1.515, O3 1.412, H33 1.098, H34 1.095
3 O -3.246 3.996 -2.149  C2 1.412, C4 1.409
4 C -2.663 4.191 -0.881  O3 1.409, C5 1.531, C28 1.530, H35 1.103
5 C -2.644 2.904 -0.052  C4 1.531, C6 1.529, H36 1.093, H37 1.093
6 C -1.837 3.112 1.230  C5 1.529, N7 1.456, H38 1.095, H39 1.087
7 N -0.494 3.538 0.864  C6 1.456, C8 1.355, C27 1.452
8 C 0.548 2.686 0.710  N7 1.355, O9 1.217, C10 1.532
9 O 1.581 3.004 0.151  C8 1.217
10 C 0.401 1.289 1.323  C8 1.532, O11 1.393, H40 1.095, H41 1.092
11 O 1.503 0.492 1.021  C10 1.393, C12 1.419
12 C 2.538 0.588 1.987  O11 1.419, C13 1.547, C26 1.536, H42 1.092
13 C 2.276 -0.352 3.187  C12 1.547, C14 1.538, H43 1.089, H44 1.092
14 C 3.044 -1.451 2.433  C13 1.538, N15 1.450, C26 1.543, H45 1.088
15 N 2.170 -2.330 1.681  C14 1.450, C16 1.348, H46 1.010
16 C 2.518 -3.565 1.269  N15 1.348, O17 1.222, C18 1.518
17 O 3.566 -4.111 1.580  C16 1.222
18 C 1.527 -4.276 0.364  C16 1.518, C19 1.531, H47 1.090, H48 1.097
19 C 1.204 -5.692 0.848  C18 1.531, C20 1.491, H49 1.091, H50 1.090
20 C 0.826 -6.596 -0.275  C19 1.491, N21 1.322, N24 1.348
21 N -0.402 -6.887 -0.671  C20 1.322, C22 1.349
22 C -0.204 -7.712 -1.719  N21 1.349, N23 1.316, H51 1.079
23 N 1.058 -7.952 -2.004  C22 1.316, N24 1.352
24 N 1.714 -7.226 -1.071  C20 1.348, N23 1.352, C25 1.448
25 C 3.159 -7.250 -0.993  N24 1.448, H52 1.088, H53 1.090, H54 1.086
26 C 3.687 -0.342 1.572  C12 1.536, C14 1.543, H55 1.090, H56 1.088
27 C -0.475 4.828 0.198  N7 1.452, C28 1.530, H57 1.096, H58 1.085
28 C -1.253 4.736 -1.117  C4 1.530, C27 1.530, C29 1.525, H59 1.095
29 C -1.278 6.082 -1.833  C28 1.525, H60 1.094, H61 1.091, H62 1.089
30 H -6.169 3.429 -3.615  C1 1.090
31 H -4.958 4.652 -4.023  C1 1.090
32 H -4.559 2.939 -4.155  C1 1.090
33 H -5.177 4.415 -1.543  C2 1.098
34 H -4.787 2.690 -1.682  C2 1.095
35 H -3.248 4.957 -0.346  C4 1.103
36 H -3.661 2.608 0.220  C5 1.093
37 H -2.197 2.097 -0.637  C5 1.093
38 H -2.280 3.921 1.820  C6 1.095
39 H -1.836 2.255 1.899  C6 1.087
40 H 0.233 1.370 2.402  C10 1.095
41 H -0.473 0.798 0.888  C10 1.092
42 H 2.768 1.639 2.171  C12 1.092
43 H 2.793 -0.035 4.091  C13 1.089
44 H 1.236 -0.566 3.441  C13 1.092
45 H 3.707 -2.104 2.997  C14 1.088
46 H 1.391 -1.879 1.223  N15 1.010
47 H 0.625 -3.703 0.154  C18 1.090
48 H 2.073 -4.342 -0.585  C18 1.097
49 H 2.041 -6.105 1.413  C19 1.091
50 H 0.373 -5.652 1.553  C19 1.090
51 H -1.013 -8.146 -2.286  C22 1.079
52 H 3.511 -6.398 -0.415  C25 1.088
53 H 3.489 -8.173 -0.517  C25 1.090
54 H 3.568 -7.196 -1.998  C25 1.086
55 H 3.794 -0.542 0.506  C26 1.090
56 H 4.649 -0.014 1.960  C26 1.088
57 H -0.945 5.559 0.867  C27 1.096
58 H 0.545 5.171 0.058  C27 1.085
59 H -0.734 4.017 -1.759  C28 1.095
60 H -1.794 6.841 -1.240  C29 1.094
61 H -0.265 6.438 -2.028  C29 1.091
62 H -1.791 6.003 -2.791  C29 1.089

Results
Frontier orbital gap in eV: 9.828
Relative energy (zero: lowest compared OMol25 entry of this formula, charge and spin) in kcal/mol: 10.5
HOMO level in eV: -9.37
SMILES: CCO[C@H]1CCN(C(=O)CO[C@H]2C[C@@H](NC(=O)CCc3ncnn3C)C2)C[C@@H]1C
Spin multiplicity: 1
Calculated total energy in eV: -36916.0844


The following is a quantum chemistry calculation of C20H33N5O4 in the gas phase, from OMol25.

Each atom is followed by the atoms it is bonded to, with distances in Å.
Element x y z (Å)
1 C -5.853 1.365 -2.937  C2 1.511, H30 1.090, H31 1.090, H32 1.090
2 C -5.056 0.926 -1.730  C1 1.511, O3 1.416, H33 1.098, H34 1.096
3 O -3.789 1.556 -1.784  C2 1.416, C4 1.414
4 C -2.982 1.356 -0.641  O3 1.414, C5 1.528, C28 1.525, H35 1.104
5 C -2.390 -0.052 -0.603  C4 1.528, C6 1.526, H36 1.092, H37 1.094
6 C -1.412 -0.200 0.559  C5 1.526, N7 1.455, H38 1.095, H39 1.086
7 N -0.383 0.827 0.489  C6 1.455, C8 1.364, C27 1.456
8 C 0.875 0.637 -0.004  N7 1.364, O9 1.217, C10 1.528
9 O 1.602 1.563 -0.315  C8 1.217
10 C 1.334 -0.816 -0.123  C8 1.528, O11 1.404, H40 1.098, H41 1.093
11 O 2.701 -1.019 -0.367  C10 1.404, C12 1.434
12 C 3.660 -0.192 0.307  O11 1.434, C13 1.543, C26 1.538, H42 1.084
13 C 3.445 -0.140 1.834  C12 1.543, C14 1.550, H43 1.089, H44 1.090
14 C 4.329 -1.405 1.964  C13 1.550, N15 1.449, C26 1.545, H45 1.086
15 N 3.572 -2.640 1.951  C14 1.449, C16 1.352, H46 1.007
16 C 3.306 -3.348 3.072  N15 1.352, O17 1.220, C18 1.518
17 O 3.709 -3.029 4.179  C16 1.220
18 C 2.456 -4.589 2.877  C16 1.518, C19 1.531, H47 1.091, H48 1.093
19 C 1.293 -4.594 3.874  C18 1.531, C20 1.489, H49 1.090, H50 1.090
20 C 0.527 -5.870 3.822  C19 1.489, N21 1.321, N24 1.345
21 N -0.537 -6.098 3.073  C20 1.321, C22 1.356
22 C -0.825 -7.395 3.342  N21 1.356, N23 1.313, H51 1.078
23 N -0.017 -7.976 4.200  C22 1.313, N24 1.351
24 N 0.853 -6.986 4.498  C20 1.345, N23 1.351, C25 1.446
25 C 1.919 -7.214 5.449  N24 1.446, H52 1.087, H53 1.089, H54 1.087
26 C 4.893 -1.074 0.565  C12 1.538, C14 1.545, H55 1.090, H56 1.089
27 C -0.926 2.178 0.510  N7 1.456, C28 1.528, H57 1.096, H58 1.086
28 C -1.885 2.416 -0.655  C4 1.525, C27 1.528, C29 1.522, H59 1.096
29 C -2.460 3.824 -0.593  C28 1.522, H60 1.094, H61 1.091, H62 1.088
30 H -6.838 0.898 -2.930  C1 1.090
31 H -5.980 2.448 -2.936  C1 1.090
32 H -5.340 1.080 -3.855  C1 1.090
33 H -5.568 1.212 -0.801  C2 1.098
34 H -4.948 -0.165 -1.725  C2 1.096
35 H -3.596 1.508 0.265  C4 1.104
36 H -3.180 -0.800 -0.506  C5 1.092
37 H -1.873 -0.234 -1.550  C5 1.094
38 H -1.942 -0.080 1.509  C6 1.095
39 H -0.971 -1.192 0.566  C6 1.086
40 H 1.035 -1.349 0.789  C10 1.098
41 H 0.803 -1.281 -0.958  C10 1.093
42 H 3.781 0.745 -0.224  C12 1.084
43 H 3.935 0.735 2.258  C13 1.089
44 H 2.428 -0.197 2.222  C13 1.090
45 H 5.011 -1.444 2.809  C14 1.086
46 H 3.148 -2.912 1.079  N15 1.007
47 H 2.075 -4.669 1.858  C18 1.091
48 H 3.102 -5.453 3.053  C18 1.093
49 H 1.686 -4.404 4.872  C19 1.090
50 H 0.599 -3.787 3.637  C19 1.090
51 H -1.652 -7.923 2.898  C22 1.078
52 H 2.611 -6.376 5.422  C25 1.087
53 H 1.512 -7.315 6.454  C25 1.089
54 H 2.445 -8.127 5.182  C25 1.087
55 H 5.049 -1.901 -0.126  C26 1.090
56 H 5.803 -0.478 0.636  C26 1.089
57 H -1.456 2.315 1.460  C27 1.096
58 H -0.098 2.880 0.475  C27 1.086
59 H -1.322 2.292 -1.587  C28 1.096
60 H -3.013 3.973 0.339  C29 1.094
61 H -1.663 4.568 -0.633  C29 1.091
62 H -3.140 4.001 -1.423  C29 1.088

Results
Frontier orbital gap in eV: 9.901
Relative energy (zero: lowest compared OMol25 entry of this formula, charge and spin) in kcal/mol: 9.2
HOMO level in eV: -9.35
SMILES: CCO[C@H]1CCN(C(=O)CO[C@H]2C[C@@H](NC(=O)CCc3ncnn3C)C2)C[C@@H]1C
Spin multiplicity: 1
Calculated total energy in eV: -36916.1406